DFT (ωB97M-V/def2-TZVPD) results for 8 unconnected molecules or ions with the total composition C32H58Br14O7.

## Properties
- SMILES: CC[C@H](C)[C@]1(CCCCOC=O)C(=O)O[C@H](CCCOC(C)=O)[C@H]1O.BrCCBr.BrCCBr.BrCCBr.BrCCBr.BrCCBr.BrCCBr.BrCCBr
- Charge: 0
- LUMO level: 0.2 eV
- DFT total energy: -1029052.686 eV
- HOMO-LUMO gap: 9.9 eV

Cartesian coordinates (Å):
C1 -6.361 -0.433 0.189
C2 -6.562 -0.398 1.738
C3 -5.437 -1.193 2.437
C4 -6.055 -2.133 3.503
C5 -4.318 -0.319 2.982
C6 -3.209 -0.968 3.862
C7 -2.697 -2.362 3.450
C8 -1.417 -2.395 2.581
C9 -0.298 -1.455 3.011
O1 0.321 -1.874 4.250
C10 -0.138 -1.095 5.265
O2 -0.635 -1.517 6.224
C11 -4.822 0.813 3.924
O3 -5.559 0.770 4.814
O4 -4.210 2.001 3.603
C12 -3.218 1.801 2.608
C13 -2.887 3.045 1.783
C14 -1.982 2.774 0.566
C15 -2.790 2.441 -0.714
O5 -2.214 1.352 -1.447
C16 -3.140 0.599 -2.072
C17 -2.962 -0.894 -2.109
O6 -4.072 1.075 -2.593
C18 -3.791 0.611 1.861
O7 -2.927 -0.165 1.036
H1 -6.532 0.551 -0.248
H2 -7.026 -1.161 -0.271
H3 -5.342 -0.711 -0.078
H4 -6.629 0.639 2.062
H5 -7.504 -0.911 1.908
H6 -5.002 -1.861 1.693
H7 -6.489 -2.971 2.952
H8 -5.304 -2.551 4.168
H9 -6.869 -1.652 4.036
H10 -3.669 -1.089 4.845
H11 -2.415 -0.235 3.992
H12 -2.486 -2.906 4.371
H13 -3.452 -2.953 2.938
H14 -1.009 -3.406 2.672
H15 -1.614 -2.271 1.518
H16 0.495 -1.506 2.262
H17 -0.594 -0.401 3.028
H18 -0.032 -0.008 5.101
H19 -2.252 1.540 3.071
H20 -2.461 3.788 2.452
H21 -3.822 3.468 1.399
H22 -1.225 2.008 0.748
H23 -1.447 3.698 0.352
H24 -3.828 2.270 -0.434
H25 -2.779 3.307 -1.374
H26 -2.430 -1.279 -1.243
H27 -3.944 -1.349 -2.144
H28 -2.403 -1.197 -2.994
H29 -4.553 1.045 1.211
H30 -2.011 0.097 1.200
Br1 2.902 -2.545 -2.767
C19 1.703 -3.271 -1.419
C20 0.594 -2.307 -1.093
Br2 1.221 -0.857 0.044
H31 2.313 -3.524 -0.557
H32 1.299 -4.183 -1.854
H33 -0.186 -2.804 -0.520
H34 0.157 -1.848 -1.973
Br3 5.429 2.915 1.490
C21 5.348 1.161 2.328
C22 4.128 0.398 1.891
Br4 2.527 1.058 2.786
H35 5.386 1.321 3.401
H36 6.253 0.647 2.008
H37 4.207 -0.649 2.180
H38 3.943 0.463 0.823
Br5 5.588 -0.150 -4.794
C23 3.900 0.816 -4.849
C24 4.046 2.215 -4.315
Br6 4.146 2.235 -2.371
H39 3.179 0.222 -4.294
H40 3.618 0.835 -5.901
H41 3.168 2.809 -4.561
H42 4.935 2.717 -4.681
Br7 5.262 2.130 5.961
C25 6.661 3.415 5.526
C26 6.188 4.827 5.737
Br8 5.018 5.422 4.300
H43 6.968 3.220 4.503
H44 7.482 3.182 6.202
H45 7.029 5.518 5.721
H46 5.638 4.952 6.665
Br9 -3.400 -3.272 7.539
C27 -4.024 -1.547 8.180
C28 -5.459 -1.605 8.620
Br10 -6.644 -1.641 7.081
H47 -3.862 -0.837 7.375
H48 -3.372 -1.298 9.016
H49 -5.723 -0.706 9.174
H50 -5.690 -2.478 9.222
Br11 6.799 0.736 -9.602
C29 6.707 -1.026 -8.777
C30 5.492 -1.789 -9.231
Br12 3.881 -1.140 -8.353
H51 6.730 -0.869 -7.702
H52 7.617 -1.534 -9.088
H53 5.572 -2.837 -8.947
H54 5.320 -1.719 -10.299
Br13 3.843 -0.274 -14.813
C31 5.131 0.591 -13.638
C32 6.501 -0.016 -13.776
Br14 6.617 -1.731 -12.865
H55 4.737 0.518 -12.629
H56 5.145 1.635 -13.946
H57 7.247 0.614 -13.295
H58 6.788 -0.189 -14.809